Entry 1:
Formula: C3H8ClNO2S
Source: the OMol25 dataset
Level of theory: ωB97M-V with the def2-TZVPD basis set

```
16
Properties=species:S:1:pos:R:3:forces:R:3
C 0.7423 2.0946 -0.6980 1.29 0.67 0.77
C 1.2275 0.6491 -0.6781 1.01 0.19 2.56
C 2.0784 0.1433 0.2428 0.65 3.59 0.33
N -0.6541 -1.4325 1.0084 -0.61 1.53 -1.16
O -3.1067 -1.7417 0.4279 2.62 3.23 0.86
O -1.7431 -0.0417 -0.7881 0.20 1.53 0.18
S -1.6102 -1.4015 -0.3868 -1.04 -3.73 1.18
Cl 2.8127 -1.4306 0.3171 -0.51 0.43 -0.09
H 0.6986 2.5944 0.3574 -0.20 -1.07 -1.88
H -0.2184 2.1258 -1.2497 0.58 0.31 0.58
H 1.5462 2.6765 -1.2482 -1.15 -0.39 0.36
H -3.4887 -2.4757 0.0581 -1.55 -2.95 -1.65
H 0.7405 0.0302 -1.3560 -0.44 -1.15 -1.32
H 2.5471 0.9757 0.9717 -0.96 -2.42 -1.39
H -1.0491 -0.5577 1.3553 0.80 -0.12 1.37
H -0.5231 -2.2081 1.6664 -0.69 0.35 -0.70
```
Forces are in eV/Å.

Calculated values
F_max = 4.244 eV Å⁻¹
molecular weight = 157.62 g mol⁻¹
HOMO-LUMO gap = 0.3507 Eh
total energy = -1182.6353 a.u.

These are the Mulliken partial charges, in e, on atoms 1 to 4: atom 1 (C): -1.015, atom 2 (C): -0.232, atom 3 (C): -0.218, atom 4 (N): -0.416

***

Entry 2:
Formula: C3H8ClNS
Source: the OMol25 dataset
Level of theory: ωB97M-V with the def2-TZVPD basis set

```
14
Properties=species:S:1:pos:R:3:forces:R:3
C -0.8418 0.0466 1.5505 -1.53 -0.48 -3.07
C -0.0852 0.9750 -0.6700 1.62 -0.18 0.38
C 0.2203 0.1236 0.5218 2.90 -1.91 -0.04
N 0.6187 -1.6321 0.1024 -0.26 3.61 1.06
S 1.2454 0.9861 -1.8911 -0.57 -0.85 -1.35
Cl 0.0831 -2.0098 -1.5073 0.10 -0.37 0.44
H -0.5360 -0.4280 2.4083 0.52 -0.79 2.12
H -1.2945 0.9946 1.6376 -0.11 1.49 0.92
H -1.6983 -0.4914 1.0968 0.45 -0.33 0.30
H -0.3156 2.0119 -0.4596 -0.21 0.00 0.49
H -0.8832 0.4828 -1.0774 -2.45 -0.62 -1.62
H 1.2169 0.4713 0.8939 -0.72 -0.66 0.15
H 1.6563 -1.5491 0.1107 -0.85 -0.24 -0.73
H 0.6140 0.0186 -2.7168 1.09 1.32 0.94
```
Forces are in eV/Å.

Calculated values
F_max = 3.773 eV Å⁻¹
molecular weight = 125.62 g mol⁻¹
HOMO-LUMO gap = 0.3614 Eh
total energy = -1032.1379 a.u.

These are the Mulliken partial charges, in e, on atoms 1 to 4: atom 1 (C): -1.395, atom 2 (C): -1.033, atom 3 (C): 0.364, atom 4 (N): -0.396

***

Entry 3:
Formula: C3H8ClO5P
Source: the OMol25 dataset
Level of theory: ωB97M-V with the def2-TZVPD basis set

```
18
Properties=species:S:1:pos:R:3:forces:R:3
C 1.4780 0.3054 0.3359 -2.32 0.81 1.56
C 1.2279 -1.1848 0.3800 -2.58 0.35 -1.89
C -0.3695 1.3171 0.5588 4.08 -0.53 -2.04
O 0.4228 -1.5107 -0.8081 -1.15 -1.68 1.69
O 2.3094 -1.9852 0.3957 0.23 -0.99 2.83
O -0.0003 2.6104 0.9184 -0.12 -0.96 0.44
O -2.3541 -1.2838 -0.6393 0.28 0.53 -0.15
O -2.5665 0.1256 -0.4706 -0.66 -0.14 0.88
P -1.3872 1.1756 -0.9919 0.26 0.39 0.40
Cl 2.4052 0.7343 -1.0618 0.05 0.48 -0.57
H 2.0701 0.5587 1.2354 -0.54 0.29 -0.43
H 0.5920 -1.4174 1.2299 0.29 0.05 0.48
H -0.8103 0.7408 1.3083 -0.50 -0.76 1.57
H -0.1823 -2.2920 -0.5109 1.61 2.17 -1.03
H 2.7660 -1.9421 -0.4041 1.14 0.33 -2.24
H -0.3966 3.2321 0.3170 -0.15 0.51 -0.41
H -2.9613 -1.4013 -1.3676 -0.31 -0.54 -0.47
H -2.2431 2.2172 -0.4251 0.39 -0.30 -0.63
```
Forces are in eV/Å.

Calculated values
F_max = 4.592 eV Å⁻¹
molecular weight = 190.52 g mol⁻¹
HOMO-LUMO gap = 0.3523 Eh
total energy = -1296.6589 a.u.

These are the Mulliken partial charges, in e, on atoms 1 to 4: atom 1 (C): -0.160, atom 2 (C): -0.179, atom 3 (C): -0.148, atom 4 (O): -0.493

***

Entry 4:
Formula: C3H8CsO
Source: the OMol25 dataset
Level of theory: ωB97M-V with the def2-TZVPD basis set

```
13
Properties=species:S:1:pos:R:3:forces:R:3
Cs -10.6001 -16.8082 -24.9455 -0.03 0.05 0.02
C -15.4780 -12.8267 -23.1015 -0.48 0.46 -0.65
C -14.6228 -12.6798 -21.8484 -0.65 -2.19 0.90
C -14.6460 -13.9802 -21.0024 -0.56 0.10 0.95
O -13.2936 -12.4570 -22.2049 1.00 0.76 -0.78
H -15.7136 -11.8778 -23.5832 0.62 0.27 -0.04
H -16.4897 -13.2212 -23.0072 0.11 -0.32 0.91
H -15.0236 -13.4759 -23.8500 0.40 0.05 0.09
H -14.9882 -11.9054 -21.1738 -0.20 0.34 -0.29
H -14.0193 -14.8238 -21.2917 -0.36 0.01 -1.12
H -15.6839 -14.2582 -20.8198 -0.01 -0.45 -0.24
H -14.2513 -13.8779 -19.9915 0.06 0.87 0.23
H -12.8324 -12.1148 -21.4356 0.09 0.05 0.01
```
Forces are in eV/Å.

Calculated values
F_max = 2.453 eV Å⁻¹
molecular weight = 193.00 g mol⁻¹
HOMO-LUMO gap = 0.3052 Eh
total energy = -214.2545 a.u.
total charge = +1

These are the Mulliken partial charges, in e, on atoms 1 to 4: atom 1 (Cs): 0.998, atom 2 (C): -1.307, atom 3 (C): 0.577, atom 4 (C): -1.241

***

Entry 5:
Formula: C3H8F11NO17S5Y
Source: the OMol25 dataset
Level of theory: ωB97M-V with the def2-TZVPD basis set

```
46
Properties=species:S:1:pos:R:3:forces:R:3
Y 18.4546 3.7601 -12.5657 -1.32 -1.33 -3.14
C 13.5949 2.9963 -13.5124 0.74 -1.00 -0.84
F 12.6400 2.4696 -14.3834 1.64 1.24 1.93
F 13.4740 4.3159 -13.3641 -0.04 -0.31 -1.06
F 13.4687 2.5233 -12.2760 -0.53 -0.75 -0.09
S 15.3805 2.4102 -14.1323 -1.61 -3.59 -1.43
O 15.3749 2.8268 -15.5382 -0.24 0.15 0.53
O 16.3390 3.0996 -13.3323 0.73 2.10 1.80
O 15.4985 0.9535 -13.8748 -1.07 2.61 -0.45
C 18.3878 6.7260 -16.3112 -2.13 -0.56 -2.53
F 18.7108 7.4652 -15.3262 0.63 1.40 1.89
F 17.7319 7.5425 -17.2521 1.25 -1.92 1.52
F 19.4587 6.1600 -16.8204 0.11 0.06 -0.49
S 17.2185 5.3664 -15.6565 -3.51 0.67 0.12
O 16.0747 6.0856 -15.0903 1.47 -0.31 -1.06
O 16.7636 4.5578 -16.8802 1.20 0.75 1.65
O 17.9284 4.6588 -14.6136 0.81 0.19 -1.55
C 18.7424 -0.4659 -15.1902 0.57 1.70 -0.04
F 17.5206 -0.8144 -14.8273 0.55 -0.06 0.66
F 19.7202 -0.9315 -14.3624 -1.39 0.35 -0.59
F 18.9410 -0.9348 -16.4035 0.38 -0.14 -0.24
S 18.8937 1.5015 -15.3086 -0.34 1.34 -3.80
O 17.8701 2.0233 -16.2607 1.11 -1.82 2.26
O 18.7599 2.0026 -13.9459 -0.91 -0.27 1.96
O 20.2173 1.8439 -15.7888 0.39 -0.92 0.20
N 19.8924 3.4259 -10.9291 1.82 6.65 4.05
S 20.8307 2.2703 -10.6192 2.91 -7.80 -0.31
O 20.0296 1.1785 -10.0891 1.34 1.40 -0.60
O 22.2126 2.4151 -10.1162 -3.64 0.63 -1.39
F 20.9416 1.9845 -12.2445 0.86 -0.82 1.29
S 20.7577 4.6919 -9.9764 2.48 2.64 1.31
O 22.0377 5.2174 -10.5011 -3.35 -1.82 0.10
O 20.6671 4.5533 -8.5440 -0.28 -1.04 -1.78
F 19.7550 5.8596 -10.2377 -0.66 0.00 -0.33
O 17.0536 5.0992 -11.2660 -0.07 0.12 0.38
H 16.6817 4.7367 -10.4619 -0.23 -0.33 0.33
H 16.6333 5.9539 -11.3607 -0.21 0.30 -0.33
O 20.5136 4.1534 -13.8924 0.04 0.84 0.68
H 21.3584 4.1869 -13.4436 0.40 -0.19 0.29
H 20.7342 3.9724 -14.8061 -0.32 -0.63 -0.63
O 17.3841 2.0065 -11.1326 0.20 0.76 0.24
H 17.4673 1.9493 -10.1807 0.48 -0.18 0.37
H 16.7922 1.2911 -11.3652 -0.32 -0.25 -0.69
O 19.1218 6.0959 -12.6608 -0.19 0.17 -0.07
H 18.7356 6.8397 -12.1983 -0.13 0.14 0.27
H 19.9467 6.4328 -13.0104 0.39 -0.16 -0.38
```
Forces are in eV/Å.

Calculated values
F_max = 8.333 eV Å⁻¹
spin multiplicity = 2
molecular weight = 788.31 g mol⁻¹
HOMO-LUMO gap (spin up / spin down) = 0.3201 / 0.1610 Eh
total energy = -4580.7583 a.u.

These are the Mulliken partial charges, in e, on atoms 1 to 4: atom 1 (Y): 1.257, atom 2 (C): 0.486, atom 3 (F): -0.189, atom 4 (F): -0.184

***

Entry 6:
Formula: C3H8F2O2P
Source: the OMol25 dataset
Level of theory: ωB97M-V with the def2-TZVPD basis set

```
16
Properties=species:S:1:pos:R:3:forces:R:3
C -2.9281 0.2077 -0.1082 -2.90 -1.92 0.75
C 3.2500 0.9215 -0.0500 1.18 -4.24 -1.71
C -1.7532 -0.7904 0.1180 -2.10 3.04 0.32
O 1.8117 0.9373 0.1256 -3.26 -1.82 -0.49
O -0.6430 0.2412 0.1146 -0.44 0.15 -0.02
F 1.0022 -1.2685 1.2117 -0.05 1.29 -0.70
F 0.9859 -1.1649 -1.1329 -0.03 1.19 0.83
P 0.7592 -0.2166 0.0851 4.23 -1.69 -0.35
H -2.6364 1.0966 0.4414 -0.35 0.38 -0.48
H -3.3170 0.3506 -1.1962 1.43 -0.11 1.89
H -3.8960 -0.1741 0.4447 1.90 0.54 -0.96
H 3.4503 1.9197 0.0041 1.15 2.44 0.83
H 3.6407 0.5913 -1.1407 -1.46 0.39 2.47
H 3.6173 0.1958 0.7435 0.16 1.46 -1.04
H -1.6866 -1.4552 -0.6531 0.83 -1.40 -2.55
H -1.6571 -1.3920 0.9925 -0.28 0.32 1.20
```
Forces are in eV/Å.

Calculated values
F_max = 4.718 eV Å⁻¹
molecular weight = 145.06 g mol⁻¹
HOMO-LUMO gap = 0.4760 Eh
total energy = -810.4664 a.u.
total charge = +1

These are the Mulliken partial charges, in e, on atoms 1 to 4: atom 1 (C): -0.976, atom 2 (C): -0.544, atom 3 (C): -0.360, atom 4 (O): -0.276

***

Entry 7:
Formula: C3H8F2S
Source: the OMol25 dataset
Level of theory: ωB97M-V with the def2-TZVPD basis set

```
14
Properties=species:S:1:pos:R:3:forces:R:3
F 0.3358 -1.9282 1.6614 0.05 -0.15 0.17
C 0.1967 -1.2925 0.4384 0.01 0.26 -0.51
C -0.7931 -0.1526 0.5780 -0.02 0.04 0.15
C -1.0976 0.5545 -0.7402 -0.06 -0.10 -0.01
S 0.2909 1.4809 -1.4697 -0.59 0.06 -0.80
H 1.1847 -0.9303 0.1296 -0.26 -0.16 0.12
H -0.1560 -2.0302 -0.2947 0.01 0.02 0.15
H -1.7282 -0.5624 0.9805 0.09 0.04 -0.06
H -0.4070 0.5664 1.3093 -0.07 -0.13 -0.13
H -1.8736 1.3083 -0.5801 0.12 -0.08 -0.02
H -1.4917 -0.1473 -1.4837 0.09 0.11 0.11
H 0.9872 0.4304 -1.9313 -0.04 0.06 0.08
F 1.8947 1.0893 0.6656 0.82 0.09 0.73
H 2.6571 1.6135 0.7369 -0.14 -0.07 0.01
```
Forces are in eV/Å.

Calculated values
F_max = 1.104 eV Å⁻¹
SMILES = FCCCS.F
molecular weight = 114.16 g mol⁻¹
HOMO-LUMO gap = 0.3454 Eh
total energy = -716.9996 a.u.

These are the Mulliken partial charges, in e, on atoms 1 to 4: atom 1 (F): -0.318, atom 2 (C): -0.380, atom 3 (C): -0.361, atom 4 (C): -0.729

***

Entry 8:
Formula: C3H8FN
Source: the OMol25 dataset
Level of theory: ωB97M-V with the def2-TZVPD basis set

```
13
Properties=species:S:1:pos:R:3:forces:R:3
C 0.7097 0.0874 1.6953 1.46 -1.01 -0.58
C 0.3882 0.8692 -2.0466 -1.98 0.78 -0.72
C -0.4225 -0.1620 0.7397 1.42 -0.97 -1.27
N -0.9753 -1.4149 0.3026 1.31 0.88 0.35
F -1.2288 0.8808 0.4398 -0.32 0.14 0.47
H 1.3509 -0.8701 1.8132 -0.79 1.57 -0.78
H 1.3918 1.0232 1.5543 -1.44 -1.76 -0.17
H 0.2994 0.1151 2.6698 -0.52 0.60 1.48
H -0.6639 1.1924 -2.1632 0.59 0.12 0.53
H 0.3774 -0.1985 -2.1594 1.06 -0.26 -0.05
H 1.0575 1.6255 -2.4541 0.43 -0.76 0.25
H -1.8809 -1.1189 -0.0359 -0.11 -0.82 -0.54
H -0.4034 -2.0293 -0.3555 -1.12 1.49 1.04
```
Forces are in eV/Å.

Calculated values
F_max = 2.281 eV Å⁻¹
molecular weight = 77.10 g mol⁻¹
HOMO-LUMO gap (spin up / spin down) = 0.3612 / 0.2432 Eh
total energy = -273.5534 a.u.

These are the Mulliken partial charges, in e, on atoms 1 to 4: atom 1 (C): -0.867, atom 2 (C): -0.890, atom 3 (C): 0.382, atom 4 (N): -0.524

***

Q: Which formula does entry 3 have?
A: C3H8ClO5P

***

Q: Which value of total energy does entry 1 give?
A: -1182.6353 a.u.

***

Q: Among the records above, which one has the lowest total energy?
A: C3H8F11NO17S5Y

***

Q: What is the total energy in the first record?
A: -1182.6353 a.u.